{
  "formula": "C29H31AsFN7O8P2S4Ta",
  "method": "ωB97M-V/def2-TZVPD",
  "species": ["Ta", "As", "S", "S", "S", "S", "P", "P", "F", "O", "O", "O", "O", "O", "O", "O", "O", "N", "N", "N", "N", "N", "N", "N", "C", "C", "C", "C", "C", "C", "C", "C", "C", "C", "C", "C", "C", "C", "C", "C", "C", "C", "C", "C", "C", "C", "C", "C", "C", "C", "C", "C", "C", "H", "H", "H", "H", "H", "H", "H", "H", "H", "H", "H", "H", "H", "H", "H", "H", "H", "H", "H", "H", "H", "H", "H", "H", "H", "H", "H", "H", "H", "H", "H"],
  "coordinates": [[-1.2543, 1.3106, 0.1201], [-1.6634, 3.6880, -3.2054], [-0.2131, 2.9413, -4.5355], [0.3183, 3.2979, -0.3904], [-2.4554, 2.0268, -1.8109], [-0.5636, 4.7819, -1.4570], [-0.7442, -1.2837, 2.3918], [1.7233, 0.2941, 1.5075], [-6.6677, 3.5116, 4.5008], [0.6741, 1.3515, 1.2595], [2.6201, 0.5003, 2.6838], [-1.3806, -0.6078, -0.5363], [-1.5777, -2.3360, 1.5285], [5.6449, -3.4758, -0.6959], [-0.6096, -1.7827, 3.7970], [2.5698, 0.0920, 0.1491], [-1.2941, 0.1052, 2.1990], [0.5222, 0.5819, -1.8869], [-2.4097, 5.2133, 3.1324], [-1.4336, 4.0675, 4.8850], [2.0017, -3.6516, -4.8955], [1.7874, -1.9044, 3.0157], [-1.8257, 3.1060, 1.4105], [0.8000, -3.3527, -4.8322], [-6.0528, 3.1809, 2.2467], [-1.4657, 3.0747, 2.6914], [-0.9467, -1.2223, -1.6329], [2.5902, -4.0187, -2.5439], [-5.9053, 2.8658, 3.5805], [1.0468, -1.4267, 1.7802], [2.1318, 0.6357, -3.6444], [-1.4755, -2.4094, -2.0909], [0.1333, -0.6331, -2.3319], [0.7548, -1.3076, -3.4020], [-2.5049, 4.1815, 0.9886], [6.8854, -2.8201, -0.8529], [-5.0167, 1.8979, 4.0020], [0.2495, -2.5879, -3.7826], [-1.7810, 4.1213, 3.5598], [-2.7507, 5.2291, 1.8484], [4.1702, -3.0026, -4.0307], [-5.2768, 2.5149, 1.3106], [1.4758, 1.1971, -2.5298], [2.8927, -3.4993, -3.8063], [-0.8974, -3.0633, -3.1824], [4.7967, -3.4634, -1.7590], [-3.5732, 0.7818, 0.6828], [3.5406, -4.0253, -1.5463], [5.1090, -2.9512, -3.0124], [1.3019, -2.4036, 0.6495], [-4.2493, 1.2395, 3.0543], [-4.3547, 1.5308, 1.6864], [1.7710, -0.6004, -4.0854], [-3.5509, 0.4733, 3.3670], [6.7501, -1.7717, -1.1320], [-3.2612, 6.1167, 1.4966], [0.9971, -2.0365, 3.7296], [-1.2403, 3.1654, 5.2830], [-6.7676, 3.9418, 1.9593], [-4.1062, 0.7497, -0.2642], [-2.8319, 4.1976, -0.0361], [-5.3912, 2.7465, 0.2577], [-2.3391, -2.8358, -1.5952], [-3.4146, -0.2372, 1.0348], [-1.7630, -1.9138, 0.6605], [2.8774, 1.2219, -4.1628], [4.4202, -2.6231, -5.0139], [6.0803, -2.5223, -3.2163], [-4.9391, 1.6653, 5.0569], [2.3550, -2.3908, 0.3695], [2.7895, 0.9592, -0.2286], [1.6115, -4.4446, -2.3615], [2.3126, -2.7548, 2.8511], [3.3308, -4.4603, -0.5775], [2.4109, -1.0926, 3.2800], [0.7386, -2.1481, -0.2391], [1.0071, -3.4129, 0.9489], [7.5095, -3.3145, -1.6036], [-0.9138, 2.2100, 3.0338], [7.3796, -2.8737, 0.1134], [-1.8910, 4.7406, 5.4755], [-1.3051, -4.0031, -3.5333], [2.2189, -1.0199, -4.9750], [1.7578, 2.1760, -2.1605]],
  "forces_ev_per_a": [[-0.117, 0.654, 0.020], [0.115, 0.624, -0.211], [0.059, -0.143, 0.079], [0.018, -0.282, -0.052], [0.269, -0.141, 0.605], [-0.293, 0.070, -0.375], [-0.144, -0.597, 0.629], [1.022, -0.121, 0.103], [-0.019, 0.023, 0.038], [-0.763, -0.461, -0.679], [-0.110, 0.071, 0.025], [-0.063, -0.047, 0.499], [0.203, 0.162, -0.110], [-0.021, -0.018, 0.030], [-0.107, -0.036, -0.014], [-0.024, 0.178, 0.292], [-0.033, 0.274, -0.952], [-0.167, 0.033, 0.325], [0.073, -0.070, 0.065], [0.190, 0.010, 0.077], [-0.333, -0.209, -0.413], [-0.218, 0.418, 0.303], [-0.214, -0.401, 0.642], [0.209, -0.031, -0.713], [-0.064, 0.145, 0.079], [0.133, -0.100, 0.064], [-0.015, -0.244, -0.371], [-0.045, -0.047, -0.123], [0.059, -0.069, -0.089], [-0.204, 0.484, 0.104], [-0.037, -0.167, -0.161], [-0.160, 0.253, 0.351], [0.102, -0.198, -0.185], [-0.250, -0.061, -0.093], [-0.166, -0.047, -0.282], [0.103, 0.032, 0.005], [-0.015, 0.064, 0.092], [-0.370, 0.283, 0.835], [-0.176, 0.132, -0.226], [-0.037, -0.028, 0.174], [-0.311, 0.019, -0.163], [0.143, -0.101, -0.024], [-0.002, 0.058, 0.107], [0.413, 0.157, 0.693], [0.480, -0.108, -0.263], [-0.081, -0.001, -0.127], [1.125, 0.020, -0.331], [0.001, -0.009, 0.095], [0.152, 0.059, 0.073], [0.017, -0.091, 0.006], [0.070, 0.038, -0.148], [-0.185, 0.061, 0.236], [0.154, 0.111, 0.052], [0.012, -0.002, 0.019], [-0.017, -0.012, 0.015], [-0.018, -0.044, -0.075], [0.245, 0.007, -0.241], [-0.051, 0.011, 0.030], [0.011, -0.017, -0.035], [0.054, -0.010, -0.035], [0.019, -0.049, -0.027], [0.006, 0.014, -0.002], [0.008, 0.018, 0.007], [-0.028, -0.012, -0.033], [-0.082, 0.003, 0.078], [-0.018, 0.013, 0.000], [0.010, -0.040, -0.012], [-0.026, -0.013, 0.014], [0.006, -0.006, -0.016], [0.032, -0.032, 0.015], [-0.128, -0.194, -0.063], [0.030, 0.004, 0.008], [0.027, -0.043, -0.079], [-0.035, 0.020, -0.008], [-0.149, -0.231, -0.061], [-0.058, 0.049, -0.073], [-0.048, 0.007, -0.013], [-0.024, -0.003, 0.009], [-0.038, -0.004, -0.007], [0.006, 0.006, -0.007], [-0.035, -0.055, 0.015], [-0.042, 0.014, -0.007], [0.059, -0.050, 0.004], [-0.091, 0.049, -0.014]],
  "total_charge": -1,
  "e_homo_ev": -4.1,
  "homo_lumo_gap_ev": 5.61,
  "total_energy_ha": -6777.49881
}